--- w ---
The following is a quantum chemistry calculation of a single C4H5FO2 molecule, from the OMol25 dataset.

Summary:
Orbital gap ... 10.77 eV
E_HOMO ... -0.3692 Eh
SMILES ... C/C(F)=C/C(=O)O

XYZ file:
```
12
C4H5FO2, DFT the ωB97M-V functional and the def2-TZVPD basis
H 1.630 -2.963 -0.997
H -1.621 2.175 0.447
O -0.006 -2.349 0.435
C 0.203 -0.234 -0.505
C 0.496 -1.626 -0.420
H -0.099 2.490 -0.180
F -1.317 -0.228 1.317
O 1.438 -2.061 -1.262
C -0.598 1.896 0.568
H 0.638 0.307 -1.313
C -0.543 0.398 0.403
H -0.222 2.195 1.507
```

--- x ---
The following is a quantum chemistry calculation of a molecular structure, C4H5FO2, from the OMol25 dataset.

Summary:
Orbital gap ... 11.61 eV
E_HOMO ... -0.3972 Eh

XYZ file:
```
12
C4H5FO2, DFT the ωB97M-V functional and the def2-TZVPD basis
F -0.715 -0.860 -1.505
C 1.306 -0.519 -0.248
O 1.584 0.834 -0.173
C -0.966 -0.550 0.866
O 2.052 -1.438 -0.185
H -0.662 -1.603 1.125
C -0.200 -0.270 -0.382
H -0.319 1.896 0.160
H -0.535 0.155 1.549
C 0.225 1.199 -0.506
H -2.031 -0.461 0.787
H 0.261 1.617 -1.488
```

Quick look at relative energies in hartree: w 0.0000; x 0.0181.